Molecular formula: C3H8N2O2
Method: DFT, the ωB97M-V functional and the def2-TZVPD basis

Values from the calculation:
Gap between HOMO and LUMO (alpha / beta): 8.17 / 8.17 eV
E_HOMO (alpha / beta): -7.86 / -7.86 eV

```
! wB97M-V def2-TZVPD RIJCOSX def2/J DEFGRID3
* xyz 0 1
C -0.068 1.970 0.015
C 1.789 -1.267 0.139
C 0.506 0.703 -0.208
N -1.864 -1.679 -0.134
N -1.661 -0.483 0.027
O -2.352 0.501 0.358
O 1.301 -0.004 0.569
H -1.183 1.593 0.157
H -0.308 2.657 -0.792
H 0.495 2.448 0.721
H 1.952 -1.836 1.014
H 2.902 -1.299 -0.303
H 0.977 -1.626 -0.491
H 0.327 0.248 -1.104
H -2.814 -1.925 0.032
*
```

Atom charges from the Löwdin analysis, given in e for atoms 1 to 6: C -0.0182; C -0.0396; C -0.1471; N 0.0599; N -0.3362; O -0.1345